Version a
The following is a quantum chemistry calculation of a single C5H5PS molecule, from the OMol25 dataset.

Structure (SMILES) ... S=c1cccc[pH]1
HOMO energy (spin up / spin down) ... -8.38 / -8.38 eV
LUMO energy (spin up / spin down) ... -1.2 / -1.2 eV

Last column: Mulliken charge in e.
Geometry (Å):
S 3.7609 -0.4095 0.0391  -0.264
P 1.4773 1.6924 -0.1616  -0.060
C -0.2834 1.3526 -0.1364  -0.309
C -0.8481 0.1482 -0.3478  -0.350
C 1.2104 -1.2249 -0.2089  -0.354
C 2.1441 -0.1741 -0.0705  0.047
C -0.1300 -1.0832 -0.3874  -0.107
H -0.7176 -1.9830 -0.5040  0.328
H 1.5803 1.9388 1.2100  0.080
H -1.9268 0.0773 -0.4264  0.316
H 1.6344 -2.2224 -0.1391  0.333
H -0.9123 2.2294 -0.0398  0.340

---

Version b
The following is a quantum chemistry calculation of a single C5H5PS molecule, from the OMol25 dataset.

HOMO energy ... -8.65 eV
LUMO energy ... -0.1 eV

Last column: Mulliken charge in e.
Geometry (Å):
S -0.8347 1.4094 -2.0162  -0.180
P -0.6774 2.6889 -0.3542  -0.080
C 0.3739 -1.1682 0.8435  -0.557
C 0.1123 1.7306 0.7068  -0.210
C -0.4614 -0.2596 -1.3100  -0.480
C 0.5383 -0.2673 -0.2181  -0.652
C 0.2612 -1.9209 1.7757  0.318
H -0.0620 -0.7695 -2.1894  0.334
H -1.4137 -0.7079 -1.0219  0.339
H 0.4537 1.8771 1.7031  0.366
H 0.1569 -2.5865 2.5783  0.439
H 1.5527 -0.0260 -0.4976  0.361

---

version a takes first place; second place is 62.1 kcal/mol up.

---

Version a
The following is a quantum chemistry calculation of a molecular structure, C2H3BrClN, from the OMol25 dataset.

HOMO energy (spin up / spin down) ... -8.15 / -8.14 eV
LUMO energy (spin up / spin down) ... -2.0 / -2.0 eV

Last column: Mulliken charge in e.
Geometry (Å):
Br -2.1141 -0.9867 -0.0358  -0.035
Cl -1.6150 1.8777 -0.0010  -0.064
N 0.9418 0.0007 1.0413  -0.527
C -0.9477 0.3991 -0.4694  0.233
C 0.5878 -0.0267 -0.2869  -0.528
H 1.3255 0.6057 -0.6891  0.345
H 1.0618 -0.9567 1.3467  0.233
H 0.7600 -0.9131 -0.9058  0.343

---

Version b
The following is a quantum chemistry calculation of a molecular structure, C2H3BrClN, from the OMol25 dataset.

HOMO energy ... -7.51 eV
LUMO energy ... 0.4 eV

Last column: Mulliken charge in e.
Geometry (Å):
Br 3.7649 0.8018 0.1928  -0.059
Cl 3.1249 -2.0933 -0.0124  -0.155
N 0.9265 -0.3843 -0.2888  -0.327
C 0.0061 0.3143 0.2039  -0.215
C 2.9011 -0.5040 -0.6477  0.040
H -1.0027 -0.0090 0.4172  0.244
H 0.2585 1.2923 0.5678  0.224
H 0.7659 -1.3837 -0.4235  0.249

---

version b takes first place; second place is 13.8 kcal/mol up.

---

Version a
The following is a quantum chemistry calculation of a single CH5NO3 molecule, from the OMol25 dataset.

Structure (SMILES) ... N[C@H](O)OO
HOMO energy ... -10.43 eV
LUMO energy ... 0.9 eV

Last column: Mulliken charge in e.
Geometry (Å):
O 0.3609 0.6223 -1.0451  -0.278
O -0.0577 -1.5168 -0.8828  -0.527
O -0.0360 1.9574 -0.6590  -0.362
N 0.0094 -0.1377 1.1097  -0.566
C -0.3752 -0.2626 -0.2608  0.288
H 0.9754 -0.4135 1.2530  0.199
H -1.4591 -0.1137 -0.3518  0.360
H 0.8742 -1.5141 -1.1380  0.308
H 0.3003 2.0453 0.2500  0.339
H -0.5922 -0.6668 1.7249  0.238

---

Version b
The following is a quantum chemistry calculation of a single CH5NO3 molecule, from the OMol25 dataset.

Structure (SMILES) ... ONC(O)O
HOMO energy ... -10.09 eV
LUMO energy ... 0.7 eV

Last column: Mulliken charge in e.
Geometry (Å):
O -0.3217 -0.4896 -1.4627  -0.446
O 1.0390 -1.0306 0.7197  -0.705
O -1.4560 0.6347 0.5570  -0.482
N -0.0514 0.9020 0.4050  -0.341
C 0.4860 0.0147 -0.5319  0.311
H 1.5158 -1.8512 0.5511  0.269
H 0.4358 0.4769 1.2760  0.382
H -1.8646 1.5085 0.5112  0.356
H -1.2224 -0.5112 -1.0887  0.389
H 1.4395 0.3458 -0.9367  0.268

---

version a takes first place; second place is 2.7 kcal/mol up.

---

Version a
The following is a quantum chemistry calculation of a gas-phase ion, C4H6NO4S (charge -1), from the OMol25 dataset.

Structure (SMILES) ... CC(=O)CC(=O)N=[S@@H](=O)[O-]
HOMO energy ... -5.39 eV
LUMO energy ... 3.6 eV
Net charge ... -1

Last column: Mulliken charge in e.
Geometry (Å):
S 2.8530 -0.3147 -0.0058  0.718
O 2.9325 -0.8222 1.3239  -0.574
O -1.3942 -1.0538 -1.5395  -0.603
O -0.1833 1.9359 -0.1961  -0.650
O 4.1075 -0.0676 -0.6925  -0.601
N 1.9089 0.9649 -0.2068  -0.589
C -1.4074 -0.4988 -0.4617  0.657
C 0.5955 0.9775 -0.0852  0.407
C -0.1599 -0.3428 0.4055  -0.182
C -2.5752 0.2625 0.0186  -1.154
H 2.2168 -1.2406 -0.9588  0.119
H -0.7147 -0.1216 1.3721  0.100
H -3.4036 0.2152 -0.7107  0.352
H -2.8007 -0.1003 1.0718  0.297
H -2.5331 1.4165 0.1231  0.235
H 0.5580 -1.2101 0.5422  0.468

---

Version b
The following is a quantum chemistry calculation of 2 unconnected molecules or ions with the total composition C4H6NO4S, from the OMol25 dataset.

HOMO energy ... -4.04 eV
LUMO energy ... 3.6 eV
Net charge ... -1

Last column: Mulliken charge in e.
Geometry (Å):
S -0.9193 -0.8073 0.1584  0.944
O -2.4772 -1.1780 0.8552  -0.546
O -0.6522 -1.8743 -0.8173  -0.574
O -0.1458 -0.7374 1.4259  -0.629
O 2.5161 -2.4320 0.3641  -0.541
N 2.4762 -0.1393 0.2866  -0.310
C 1.8165 1.1474 0.2663  -0.391
C 2.2648 -1.2949 0.2326  0.623
C -0.8623 0.7611 -0.6839  -0.427
C -1.9645 1.1824 -1.2357  -0.756
H 1.9107 1.3959 1.2910  0.270
H 0.7381 1.1842 -0.0618  0.231
H -2.0746 2.1803 -1.7472  0.185
H -2.1716 -1.9058 1.2990  0.277
H 2.4824 1.6742 -0.4176  0.311
H -2.9374 0.8435 -1.2155  0.334

---

version a takes first place; second place is 65.9 kcal/mol up.

---

Version a
The following is a quantum chemistry calculation of a single C12H12 molecule, from the OMol25 dataset.

HOMO energy ... -6.62 eV
LUMO energy ... 0.3 eV

Last column: Mulliken charge in e.
Geometry (Å):
C 0.8397 -0.7893 1.8330  -0.514
C -1.3002 -1.0705 0.0153  -0.391
C -0.5251 -0.7812 2.2867  -0.398
C -1.0974 0.9435 -0.4010  0.062
C 1.2695 1.6988 -0.2310  -0.161
C 0.4523 0.5441 -2.1333  -0.625
C 1.6033 0.9497 -1.4179  -1.038
C 1.0154 -0.9751 0.3865  -0.588
C -0.1409 1.6255 0.2580  -0.970
C -0.7230 0.2867 -1.5719  -0.231
C -0.0211 -0.9693 -0.6037  0.149
C -1.5019 -0.8127 1.3602  -0.519
H 1.9954 1.9707 0.6067  0.351
H -1.4188 -0.3684 -2.1443  0.546
H -0.7468 -0.8579 3.3615  0.401
H 2.5280 0.8687 -1.9719  0.434
H -2.0526 -1.1707 -0.7946  0.462
H 0.8120 -0.0468 -3.0157  0.364
H -0.3086 1.9681 1.1996  0.407
H 2.0907 -0.9095 0.1595  0.311
H -2.5542 -1.0007 1.8500  0.221
H 1.6665 -0.7800 2.6655  0.285
H 0.1702 -1.1158 -1.6475  0.575
H -2.0526 0.7922 -0.0497  0.867

---

Version b
The following is a quantum chemistry calculation of a single C12H12 molecule, from the OMol25 dataset.

Structure (SMILES) ... Cc1ccc2c(C)cccc2c1
HOMO energy ... -7.82 eV
LUMO energy ... 0.4 eV

Last column: Mulliken charge in e.
Geometry (Å):
C -2.5540 -1.8104 -0.0911  -1.430
C 3.6596 0.3272 -0.0143  -1.308
C -0.5274 -0.3647 -0.2597  0.339
C 2.2322 0.0009 -0.0453  1.189
C -0.0137 0.9579 -0.2320  0.421
C -2.6928 0.5955 0.0718  -0.584
C 0.4030 -1.4703 0.0057  -0.671
C 1.7216 -1.2145 0.0675  -0.509
C -2.2251 1.8630 0.1477  -0.663
C 1.4085 1.1243 -0.1381  -0.699
C -1.9406 -0.5306 -0.2769  1.278
C -0.8743 2.0776 -0.0251  -0.696
H -3.7439 0.4644 0.2419  0.268
H 1.9045 2.1095 -0.2697  0.145
H -2.8609 2.7215 0.1826  0.382
H -0.4634 3.0840 0.0267  0.344
H -0.0200 -2.5269 0.2893  0.141
H -2.1539 -2.2599 0.9237  0.277
H -2.1522 -2.4977 -0.8434  0.370
H -3.6781 -1.7548 -0.1600  0.354
H 2.4635 -1.9960 0.5565  0.128
H 4.0663 -0.1691 -0.8859  0.325
H 3.9192 1.4511 -0.0999  0.288
H 4.1219 -0.1819 0.8279  0.312

---

version b takes first place; second place is 190.2 kcal/mol up.

---

Version a
The following is a quantum chemistry calculation of a single CH3NO molecule, from the OMol25 dataset.

Structure (SMILES) ... NC=O
HOMO energy ... -10.01 eV
LUMO energy ... 1.0 eV

Last column: Mulliken charge in e.
Geometry (Å):
O 1.0841 -1.2042 0.2665  -0.366
N -0.1596 0.6124 -0.6279  -0.522
C 0.3539 -0.3674 0.5633  0.130
H -0.0379 -0.1473 1.5815  0.291
H -0.1843 0.1956 -1.5480  0.241
H -1.0563 0.9110 -0.2354  0.226

---

Version b
The following is a quantum chemistry calculation of a molecular structure, CH3NO, from the OMol25 dataset.

HOMO energy ... -9.74 eV
LUMO energy ... 0.9 eV

Last column: Mulliken charge in e.
Geometry (Å):
O 2.2093 0.0733 0.0098  -0.467
N 0.0143 0.5230 -0.0075  -0.302
C 1.0654 -0.2461 0.0025  0.137
H 0.9168 -1.6574 -0.0444  0.171
H -0.9525 0.1774 -0.1689  0.234
H -0.0109 1.5193 0.1261  0.227

---

version a takes first place; second place is 2.5 kcal/mol up.